Entry from the OMol25 dataset: 3 unconnected molecules or ions with the total composition C17H22BF6NO9 at a distorted geometry (ωB97M-V with the def2-TZVPD basis set).

* molar mass: 509.16 g mol⁻¹
* orbital gap: 8.724 eV
* HOMO: -9.82 eV

```
! wB97M-V def2-TZVPD RIJCOSX def2/J DEFGRID3
* xyz 0 1
C -1.55790 3.37076 -6.19994
C -0.43654 2.37836 -5.82709
O -1.01265 1.31538 -5.08739
C 0.59492 3.15745 -5.00044
O 1.92540 2.66732 -5.14461
C 2.14779 1.48243 -4.53677
C 2.04395 1.31767 -3.24965
C 2.30358 -0.03417 -2.69589
O 1.95920 -0.27064 -1.57951
C 3.01480 -1.03686 -3.53931
B 3.65574 -2.30464 -2.81020
N 4.33698 -2.06951 -1.55070
O 3.59411 -3.54452 -3.37863
C 3.14114 -0.86451 -4.83287
C 2.55570 0.36265 -5.43918
O 2.41842 0.44163 -6.61383
H -2.14451 3.63838 -5.31525
H -1.15940 4.28626 -6.62588
H -2.23529 2.87595 -6.89382
H -0.01854 2.02194 -6.76588
H -1.85515 1.62689 -4.74440
H 0.61060 4.19556 -5.31493
H 0.23366 3.15158 -3.96822
H 1.77311 2.12995 -2.60013
H 5.21766 -2.58138 -1.60483
H 4.61248 -1.09348 -1.51874
H 3.45560 -4.23308 -2.71682
H 3.66638 -1.58079 -5.44127
C 1.97600 -1.36650 1.28504
C 0.62308 -2.00479 1.49963
O 0.59353 -2.78082 2.71812
C 0.39187 -2.10338 3.83716
O 0.23381 -0.92075 3.93064
C 0.34110 -3.07066 5.02814
F 1.32898 -3.97681 4.97705
F -0.82652 -3.74093 5.04313
F 0.44802 -2.41756 6.18947
H 2.76415 -2.12091 1.30743
H 2.00351 -0.85477 0.32128
H 2.19828 -0.64347 2.07178
H 0.41014 -2.70519 0.69417
H -0.17514 -1.26321 1.50588
C -3.89843 -0.78438 7.26242
C -2.91071 -0.15324 6.30429
O -3.58727 0.42216 5.17086
C -4.10951 1.62876 5.35127
O -4.07036 2.27069 6.35932
C -4.74899 2.11718 4.04369
F -5.48668 1.15611 3.46344
F -3.80155 2.48939 3.16433
F -5.54444 3.16773 4.25487
H -4.52405 -1.51079 6.74207
H -3.37323 -1.28703 8.07401
H -4.56268 -0.03483 7.69282
H -2.24203 -0.91314 5.90512
H -2.29217 0.59454 6.79875
*
```



Entry from the OMol25 dataset: a molecular structure, C17H22BrI3KN3O2 at a distorted geometry (ωB97M-V with the def2-TZVPD basis set).

* molar mass: 800.10 g mol⁻¹
* ΔE to the lowest compared entry with this formula, charge and spin: 22.1 kcal per mole
* orbital gap: 8.516 eV
* HOMO: -8.55 eV

```
! wB97M-V def2-TZVPD RIJCOSX def2/J DEFGRID3
* xyz 0 1
K 0.50403 0.75130 0.39316
I 2.58678 3.56466 1.39395
C 0.69981 4.48808 1.07525
I -0.86795 3.64501 2.22815
H 0.43868 4.31606 0.03853
H 0.78790 5.53638 1.32801
N -0.97472 -1.70959 -0.75612
C -1.76054 -2.06366 0.43067
C -1.13979 -1.43853 1.67475
C 0.27628 -1.94654 1.93981
C 0.93088 -1.28496 3.15165
N 1.02659 0.17317 2.98433
H -1.52060 -1.84071 -1.59749
H -0.16245 -2.30949 -0.84039
H -1.85140 -3.14785 0.58062
H -2.76827 -1.66743 0.30164
H -1.77402 -1.64276 2.54176
H -1.11998 -0.35769 1.51827
H 0.90925 -1.76084 1.06700
H 0.24238 -3.02707 2.10732
H 1.94075 -1.68458 3.26105
H 0.37300 -1.56554 4.05372
H 1.76806 0.53526 3.57044
H 0.17544 0.61643 3.31575
Br -4.96705 0.32373 0.99136
C -4.21874 1.01826 -0.62108
C -5.02756 1.17710 -1.73182
C -4.46275 1.68226 -2.89619
C -3.11626 2.00945 -2.94116
C -2.32144 1.85914 -1.81194
C -2.87913 1.35608 -0.64351
C -0.83511 2.18058 -1.86414
O -0.29444 2.13356 -2.98389
O -0.26799 2.42198 -0.76112
H -6.07435 0.90991 -1.68829
H -5.08764 1.80951 -3.77095
H -2.66050 2.38019 -3.84931
H -2.26968 1.23989 0.24193
I 1.83197 0.37132 -2.56000
C 3.20490 -0.89428 -1.59398
C 4.18494 -1.60523 -2.27754
C 5.06845 -2.37692 -1.54294
C 4.94901 -2.41198 -0.16053
C 3.93502 -1.67361 0.42490
N 3.07483 -0.93283 -0.27283
H 4.24823 -1.54679 -3.35486
H 5.84451 -2.94256 -2.04274
H 5.62418 -2.99815 0.44750
H 3.79651 -1.66976 1.50129
*
```



Entry from the OMol25 dataset: a molecular structure, C17H22Cl2N5O7SW at a distorted geometry (ωB97M-V with the def2-TZVPD basis set).

* molar mass: 695.20 g mol⁻¹
* ΔE to the lowest compared entry with this formula, charge and spin: 6.2 kcal per mole
* orbital gap: 6.570 eV
* HOMO: -18.27 eV

```
! wB97M-V def2-TZVPD RIJCOSX def2/J DEFGRID3
* xyz 3 1
W 1.04150 0.20016 0.35466
O 2.23205 -0.50370 -1.41058
C 2.40264 -1.94865 -1.58088
C 2.97308 -2.45202 -0.29533
N 2.16658 -1.92775 0.85142
C 3.08064 -1.59401 1.98033
C 3.70558 -0.26013 1.66481
O 4.80579 0.11505 1.75496
O 2.67205 0.55234 1.13001
C 1.07369 -2.83276 1.30766
C -0.12040 -1.98726 1.68873
O -1.24083 -2.30260 1.74382
O 0.31933 -0.62628 1.86085
H 2.92057 0.00838 -1.86491
H 3.05766 -2.14135 -2.42658
H 1.42559 -2.35604 -1.79732
H 3.98655 -2.07210 -0.17579
H 3.02122 -3.54080 -0.28012
H 3.84383 -2.35457 2.12321
H 2.50202 -1.48673 2.89455
H 1.38966 -3.43466 2.15830
H 0.76166 -3.50700 0.51539
C -4.51828 1.20496 2.78544
C -3.16330 1.80823 2.83793
N -2.74417 2.68902 3.69285
N -1.43990 2.90617 3.34705
C -1.05167 2.20337 2.30549
S 0.54235 2.28567 1.62448
N -2.13008 1.48856 1.95792
N -2.16549 0.61763 0.86793
H -5.15609 1.72425 3.49615
H -4.48421 0.14829 3.06086
H -4.95546 1.29492 1.78967
H -0.89379 3.56795 3.88208
H -2.46149 -0.29785 1.18788
H -2.84694 0.96554 0.20049
O 0.06672 1.05235 -1.15870
C -0.54253 -0.05228 -1.51305
O -0.15202 -1.03708 -0.71818
C -1.47025 -0.17033 -2.54089
C -2.10914 -1.41036 -2.76651
C -3.04089 -1.50344 -3.76841
C -3.33065 -0.37582 -4.54592
C -2.69074 0.85017 -4.33580
C -1.76000 0.96275 -3.33377
H -1.86868 -2.27058 -2.15203
H -3.54627 -2.44020 -3.96200
H -4.06845 -0.45622 -5.33540
H -2.92569 1.70061 -4.96255
H -1.24025 1.89646 -3.15870
Cl 3.53086 5.06803 -0.40471
C 3.75474 3.39815 -0.07775
Cl 2.56774 2.40155 -1.07597
H 3.53752 3.16901 0.95691
H 4.73603 3.06298 -0.38003
*
```



Entry from the OMol25 dataset: a molecular structure, C17H22Cl3N5O5S at a distorted geometry (ωB97M-V with the def2-TZVPD basis set).

* molar mass: 514.82 g mol⁻¹
* orbital gap: 6.892 eV
* HOMO: -8.55 eV

```
! wB97M-V def2-TZVPD RIJCOSX def2/J DEFGRID3
* xyz 0 1
C 5.11558 1.05401 -0.88108
C 5.44407 1.99180 0.46387
C 5.10095 3.54516 -0.00785
C 4.16233 4.36998 1.05090
N 2.72987 3.90482 1.15032
C 2.09355 3.68256 -0.22425
N 2.15662 4.75266 -1.21473
N 1.71235 4.82609 -2.48325
C 1.06304 3.56605 -2.83549
C 0.78549 2.24384 -1.98760
N 0.03260 1.07829 -2.60368
C 0.74426 0.58405 -3.68337
O 1.68744 -0.08782 -4.39786
C 1.36728 2.27254 -0.47129
C 1.19021 1.01831 0.56022
S 1.87897 -0.62046 -0.11582
O 3.17088 -0.99531 0.66566
O 0.82139 -1.72620 0.26543
H 3.94776 1.17372 -1.04959
H 5.45678 -0.05033 -0.69367
H 5.63590 1.55277 -1.82695
H 4.85822 1.64542 1.41615
H 6.61946 1.89193 0.62598
H 6.15623 4.10361 -0.01878
H 4.72611 3.60678 -1.13976
H 4.64366 4.30172 2.12847
H 4.14849 5.50067 0.68551
H 2.75994 3.02631 1.71148
H 2.63950 5.64988 -0.89766
H 0.67256 3.53387 -3.96566
H 1.59054 1.19018 1.64537
H 0.01588 0.83095 0.66567
H 2.04988 -0.60189 -1.51652
Cl -3.01094 -1.03780 -0.69284
C -3.28680 -2.66886 -0.19402
C -4.57206 -3.20906 -0.06847
Cl -5.99900 -2.29813 -0.41356
C -4.73086 -4.53462 0.34860
C -3.61282 -5.31983 0.63668
C -2.33266 -4.78331 0.50641
C -2.16969 -3.46000 0.09235
H -5.72544 -4.96245 0.45127
H -3.74114 -6.34954 0.96221
H -1.46095 -5.39491 0.72772
H -1.16710 -3.04981 -0.00493
C -8.05265 -3.41447 2.28827
N -8.61529 -4.41976 3.22985
O -9.37531 -4.00519 4.11271
O -8.27807 -5.59662 3.05598
H -8.43223 -2.42669 2.55782
H -6.96524 -3.44831 2.38117
H -8.37420 -3.68960 1.28173
Cl 2.72469 1.25299 -2.27908
*
```